A molecular structure, C14H21ClCsI2N2O2SSeSi at a distorted geometry. Source: the OMol25 dataset; level of theory: ωB97M-V/def2-TZVPD.

Calculated values
E_tot in eV: -135269.848
Total charge: -1
Gap between HOMO and LUMO in eV: 5.7846
LUMO in eV: 1.87

```
46
Properties=species:S:1:pos:R:3:forces:R:3
Cs -0.771 -1.490 1.020 -0.90 1.05 0.47
I 3.782 0.230 0.604 0.17 0.19 0.00
C 3.040 -0.226 2.534 -0.08 0.09 0.06
I 1.249 0.821 3.043 0.37 0.05 0.05
H 3.806 0.039 3.251 -0.04 0.04 0.01
H 2.815 -1.284 2.518 -0.07 0.00 -0.05
C -5.983 2.092 -0.020 -0.19 -0.17 0.09
Si -5.294 0.456 0.640 0.43 0.02 -0.06
C -5.960 0.178 2.392 -0.19 0.05 -0.18
C -5.917 -0.937 -0.484 -0.22 0.14 0.12
Se -3.079 0.479 0.646 -0.98 0.70 -0.09
H -7.079 2.122 -0.018 0.01 0.01 -0.01
H -5.635 2.246 -1.043 0.02 0.00 0.00
H -5.612 2.920 0.586 0.01 0.00 0.01
H -7.055 0.164 2.423 0.01 0.00 0.01
H -5.607 0.977 3.046 0.01 0.01 0.00
H -5.592 -0.768 2.792 0.03 -0.01 -0.03
H -7.011 -0.992 -0.512 0.01 -0.01 -0.01
H -5.531 -1.901 -0.150 0.02 0.01 0.03
H -5.555 -0.770 -1.501 0.01 0.01 0.00
S 0.689 4.268 0.778 -0.22 -0.08 0.00
C 2.320 4.095 0.659 0.10 0.18 0.09
N 3.067 4.240 -0.471 0.23 -0.05 -0.02
C 4.473 3.935 -0.248 -0.04 0.00 -0.03
C 4.570 4.007 1.282 -0.02 0.01 0.09
N 3.181 3.838 1.677 0.17 0.06 -0.12
H 2.628 4.098 -1.363 -0.12 0.03 0.02
H 5.114 4.671 -0.736 0.03 -0.03 0.02
H 4.738 2.939 -0.607 -0.03 -0.01 -0.01
H 4.961 4.976 1.610 0.00 -0.02 -0.01
H 5.198 3.214 1.689 0.00 0.00 -0.03
H 2.867 3.941 2.624 -0.10 -0.02 0.02
Cl 2.077 -4.615 -5.514 0.03 -0.02 -0.12
C 1.905 -4.199 -3.831 0.00 0.03 0.14
C 1.657 -5.203 -2.908 0.00 0.00 0.02
C 1.485 -4.861 -1.577 0.05 -0.02 -0.10
C 1.597 -3.540 -1.161 -0.20 -0.01 0.07
C 1.872 -2.554 -2.099 0.18 0.02 -0.03
C 2.015 -2.876 -3.441 0.00 -0.03 -0.06
C 1.284 -3.184 0.283 0.84 -0.84 -0.05
O 0.326 -3.790 0.803 0.40 -1.42 -0.20
O 1.935 -2.269 0.825 0.37 0.06 -0.20
H 1.580 -6.232 -3.234 0.00 0.01 -0.02
H 1.258 -5.623 -0.843 -0.07 0.03 0.01
H 1.985 -1.524 -1.784 -0.05 -0.02 0.09
H 2.202 -2.110 -4.182 0.01 0.00 0.01
```
Forces are in eV/Å.